{"formula": "C20H41Cu2O19V", "method": "ωB97M-V/def2-TZVPD", "molar_mass_g_mol": 763.57, "total_energy_ev": -175252.51506, "charge": 2, "gap_ev": [5.32, 6.52], "e_lumo_ev": [-7.3, -7.8], "spin_multiplicity": 5, "homo_ev": [-12.65, -14.30], "elements": ["H", "O", "C", "O", "H", "H", "C", "H", "O", "C", "H", "O", "H", "O", "H", "C", "H", "H", "H", "H", "H", "H", "H", "C", "H", "H", "O", "H", "C", "H", "H", "C", "O", "C", "C", "O", "C", "H", "O", "H", "H", "H", "H", "V", "C", "H", "H", "O", "H", "H", "H", "H", "H", "O", "O", "H", "H", "O", "H", "C", "H", "C", "H", "H", "H", "O", "H", "Cu", "C", "C", "C", "O", "O", "O", "H", "C", "H", "C", "Cu", "O", "C", "C", "O"], "xyz": [[1.10625, -6.03181, 3.70784], [0.02349, 3.95744, 0.80813], [7.09734, 1.24781, -1.23849], [-1.81913, 1.05311, 3.28070], [-3.52388, -1.38608, 0.51062], [-1.18523, 4.09163, -0.74009], [1.57879, -3.73007, -0.61625], [0.11341, 3.01139, -1.05488], [-1.71765, -1.27000, 3.47369], [-2.29384, -0.08633, -4.53921], [-4.71492, -4.15027, -3.02057], [-4.21688, -2.94682, -1.39364], [2.20426, -0.67906, -1.96780], [-2.71237, -0.23381, 4.99188], [-3.38250, 3.03028, -1.03595], [-4.52010, -4.19184, -1.94893], [3.23688, -1.33844, 1.45864], [-0.26656, -0.84665, -1.41326], [6.69333, 0.87690, -2.18047], [-4.85219, -0.51456, -0.27336], [-0.95998, -0.86897, 1.63390], [8.16611, 1.04346, -1.30215], [-3.46327, 0.67477, 6.70523], [-3.11166, 0.91141, 5.70101], [3.60672, -0.00264, 2.53382], [1.12901, -0.14563, -3.30993], [-3.08415, -1.02324, -1.29954], [-1.28292, 2.47119, -0.05790], [0.37333, 0.02546, -1.27892], [-1.54227, 0.45440, -5.11441], [-3.65123, -4.84663, -1.88252], [-3.80563, 3.56861, -1.88405], [-1.63527, 2.31940, -3.25983], [-3.14600, -2.26923, -1.81383], [-0.73358, -1.51612, 2.48127], [2.21650, 3.51596, 0.15032], [1.36885, 4.06457, 0.85887], [-0.86014, -2.58304, 2.29750], [-3.86850, 2.57725, -2.85833], [0.64883, 0.02506, -0.22432], [-3.51756, 0.42854, 0.24888], [-0.61511, -6.16374, 3.24240], [0.69347, -3.58874, -1.23620], [3.41689, 3.03023, -1.63765], [5.21584, 0.85484, 0.30171], [-5.44458, -4.64828, -1.59526], [2.82629, 0.32021, 0.99717], [4.84745, -0.22137, 1.09352], [-0.31814, 0.85227, -1.44123], [3.54961, 5.87917, 1.53767], [-1.66074, -0.50445, -3.75663], [-0.00329, -5.01500, 4.50129], [3.49503, 4.21947, 2.11316], [-2.35041, -2.67707, -2.65074], [4.49409, 1.79066, -0.12566], [-2.72513, -0.87381, -5.15725], [2.03625, -4.70948, -0.75617], [1.61939, 5.01604, 1.76094], [2.23914, -2.86287, -0.61866], [1.24436, -4.73758, 1.55085], [6.72653, 2.27170, -1.28569], [-2.08535, -0.03867, 3.81524], [-2.24005, 1.56413, 5.74974], [3.00327, 5.47201, 3.21967], [0.20758, -1.31083, 2.99134], [-3.22534, 0.77674, -3.95034], [-4.65493, 4.21520, -1.66336], [3.46159, 1.15978, -4.60922], [-2.79560, 1.88217, -3.30393], [3.57518, -0.30264, 1.48639], [-0.60227, 3.29245, -0.28229], [1.03469, -3.71285, 0.69104], [2.00506, -5.66137, 1.39530], [6.40333, 0.57783, -0.19349], [-3.78440, 1.58546, 5.17075], [-3.76999, -0.55421, -0.14933], [-3.04407, 4.31717, -2.10269], [1.52077, 0.09300, -2.32115], [0.38646, 3.15388, -3.77008], [2.05842, 1.38486, -2.48540], [2.99320, 5.18553, 2.16804], [0.18253, -5.48013, 3.53318], [0.38733, -4.51914, 2.63938]], "mulliken_charge": [0.371, -0.316, -0.586, -0.588, 0.332, 0.163, -0.406, -0.087, -0.333, -0.390, 0.295, -0.387, 0.326, -0.323, 0.156, -0.706, 0.174, 0.118, 0.255, 0.340, -0.040, 0.284, 0.254, -0.663, 0.381, 0.335, 0.109, 0.137, 0.296, 0.244, 0.294, -0.500, -0.220, 0.616, -0.167, -0.225, 0.691, 0.133, -0.332, 0.126, 0.169, 0.305, 0.135, 0.686, 0.701, 0.277, 0.044, -0.280, -0.647, 0.278, 0.004, 0.255, 0.192, -0.590, -0.454, 0.279, 0.436, -0.307, -0.026, 0.567, 0.244, 0.728, 0.297, 0.287, 0.443, -0.278, 0.335, 0.455, 0.810, -0.390, 0.046, -0.084, -0.551, -0.347, 0.287, -0.682, 0.242, -0.807, 0.359, -0.009, -0.559, -0.835, -0.174]}

---

{"formula": "C20H42AlBrCl4CsF4I3KN3NbO7", "method": "ωB97M-V/def2-TZVPD", "molar_mass_g_mol": 1406.88, "total_energy_ev": -220532.55818, "charge": 1, "gap_ev": 1.70, "e_lumo_ev": -7.0, "de_lowest_kj_mol": 0.00, "homo_ev": -8.65, "elements": ["H", "H", "Cl", "H", "I", "H", "H", "H", "H", "O", "C", "H", "C", "H", "H", "N", "H", "F", "H", "H", "C", "H", "O", "F", "H", "H", "H", "H", "H", "H", "C", "H", "C", "I", "K", "H", "H", "H", "H", "N", "C", "H", "C", "H", "C", "C", "N", "C", "H", "H", "Cl", "Cs", "C", "O", "H", "Nb", "C", "H", "C", "C", "H", "O", "H", "Cl", "H", "I", "H", "H", "C", "H", "O", "Al", "H", "F", "C", "C", "C", "Br", "H", "H", "C", "H", "O", "F", "C", "H", "Cl", "O"], "xyz": [[0.64957, 4.33729, -0.25114], [-0.36161, -4.97709, 6.27414], [-3.60047, 5.90659, -5.13933], [3.11895, 8.47457, 4.20636], [0.59756, 1.44271, 0.75881], [2.23461, 5.43989, 1.39662], [-1.58419, 0.46557, -2.23899], [-7.13652, -6.74702, 0.82759], [-7.46091, -5.04051, 0.64533], [1.47933, 7.87893, 1.75378], [3.33874, 1.85930, -3.59398], [0.19452, -2.67486, 3.25605], [-4.06998, 4.20927, -5.00952], [3.55082, 0.70904, 1.53953], [-2.69695, 1.69058, -2.84444], [-0.04409, -2.86200, 2.28585], [1.66768, 5.62371, -0.74798], [5.40427, 1.88614, -5.35986], [4.86910, 2.23441, -1.26865], [-5.20812, -8.01825, -0.20945], [5.60191, 1.58316, -4.07273], [-2.26302, -2.97373, 3.73056], [0.05577, -4.91159, 4.30734], [6.60932, 0.70456, -3.98070], [3.68830, 8.47065, 2.51022], [-1.11051, -4.28709, 1.22350], [2.74433, 1.45941, -4.40666], [3.04905, 9.97487, 3.23698], [2.67557, 3.67110, 1.29448], [-2.77583, -2.80193, 2.06202], [-2.33632, -3.49644, 2.77597], [-1.24658, -5.98105, 3.11874], [-0.86248, -4.78748, 5.32553], [3.47735, -1.99254, 1.37957], [1.18853, 6.06149, -2.67531], [4.11096, 2.34292, 0.27324], [4.71088, -0.41538, -0.94281], [-2.42484, 1.61537, -1.13744], [3.59630, 2.89578, -3.78920], [1.60331, 8.54138, 2.77073], [0.34411, 2.16210, -3.01722], [-4.43560, -8.10258, 2.75184], [-0.46692, -5.21647, 3.04203], [5.07846, 0.02522, 1.89018], [-5.01729, -7.69671, 1.92668], [2.98158, 8.89202, 3.21401], [-1.04683, 3.71758, -1.86384], [4.14843, 1.72902, -0.62869], [0.84055, -3.13832, 1.86597], [-1.94263, 3.78591, -1.39230], [-4.85952, 3.89650, -3.46440], [6.16012, 2.62518, -9.85299], [1.69598, 4.55233, -0.46471], [-5.23856, -4.20788, 1.53089], [-1.71128, -5.46100, 5.21266], [2.16276, 1.82849, -1.67965], [-0.87011, 2.51775, -2.28838], [0.54902, 2.93267, -3.76140], [2.57775, 4.61893, 0.77602], [-0.98629, -3.97485, 2.26406], [-6.06643, -7.83154, 2.19100], [4.51579, 1.04957, -3.48615], [5.82478, 0.54961, -0.06582], [-2.67126, 3.15487, -5.21728], [0.36043, -5.65253, 2.47692], [1.86106, -0.89342, -2.02662], [0.17116, 1.24996, -3.57576], [-3.02951, -4.32689, 2.89636], [-1.94166, 1.47572, -2.09553], [-6.33329, -5.86526, -0.54977], [0.69372, 8.93700, 3.44866], [0.18190, 3.43979, 2.41421], [-1.29172, -3.67845, 5.41264], [-2.32284, -3.10220, 6.07745], [4.76033, 0.37956, -0.21339], [-4.64978, -8.40853, 0.64181], [-6.68759, -5.79278, 0.54700], [-6.53535, -4.36206, -1.87604], [-4.85436, -9.47538, 0.72631], [-3.59111, -8.27030, 0.42389], [-5.50039, -5.36298, 1.37656], [-4.77511, 3.99441, -5.80032], [-4.68005, -6.30421, 1.87781], [6.02267, 2.72489, -3.45104], [4.26168, -0.02407, 1.18739], [3.56442, 4.89633, 0.42084], [5.72904, 0.99349, -7.73480], [2.27344, 3.86446, -1.55744]], "mulliken_charge": [0.322, 0.313, -0.129, 0.294, 0.023, 0.416, 0.336, 0.363, 0.468, -0.522, -0.583, 0.317, -0.033, 0.220, 0.252, -0.424, 0.537, -0.120, 0.321, 0.269, 0.776, 0.255, -0.298, -0.264, 0.294, 0.465, 0.479, 0.296, 0.261, 0.401, -1.432, 0.426, -0.424, 0.081, 0.978, 0.647, 0.442, 0.431, 0.441, 0.827, -0.980, 0.343, -0.667, 0.457, -0.419, -0.709, -0.452, -0.720, 0.024, 0.238, -0.112, 0.919, -0.127, -0.504, 0.280, -0.608, 0.730, 0.285, -1.635, 0.340, 0.360, -0.112, 0.288, -0.075, 0.381, -0.124, 0.669, 0.284, -1.293, 0.159, -0.488, 0.340, 0.387, -0.509, -0.471, -0.984, -1.318, -0.255, 0.378, 0.289, 1.061, 0.355, -0.388, -0.274, -0.970, 0.389, -0.889, -0.593]}